12
Properties=species:S:1:pos:R:3:lowdin_spin:R:1 method="wB97M-V/def2-TZVPD" homo_ev="-8.8017 / -8.9680" spin_multiplicity=2 e_lumo_ev="0.56 / -1.76" total_energy_ev=-34691.4086 gap_ev="9.36 / 7.21" s_squared=0.75
C 1.184 1.901 1.170 0.0001
S 0.356 3.142 0.132 0.0000
H 1.644 2.344 2.041 0.0000
H 0.634 1.029 1.305 0.0002
H 2.007 1.785 0.528 0.0000
C -1.307 -1.646 -1.098 0.0240
S 0.285 -2.104 -0.222 0.3295
S 0.660 -4.037 0.209 0.6322
H -0.956 -1.124 -2.138 0.0078
H -1.927 -1.051 -0.350 0.0073
H -1.879 -2.664 -1.297 -0.0010
H -0.701 2.424 -0.280 0.0000

=====

42
Properties=species:S:1:pos:R:3:lowdin_charge:R:1 method="wB97M-V/def2-TZVPD" homo_ev=-8.9596 e_lumo_ev=-0.12 total_energy_ev=-23046.9799 gap_ev=8.84
O -3.034 0.453 -0.498 -0.0051
H -2.996 -0.499 -0.589 -0.1067
H -3.961 0.644 -0.353 0.0872
O -0.043 -2.453 0.739 -0.0872
H -0.601 -1.675 0.755 -0.0532
H 0.679 -2.218 0.157 -0.2844
O -2.496 -1.643 -0.411 0.0239
H -3.216 -2.150 -0.786 0.1204
H -1.813 -2.289 -0.234 0.0753
O -0.418 -0.280 0.697 -0.1162
H -0.824 0.405 1.228 -0.1023
H -1.068 -0.476 0.022 0.0495
O -1.761 1.160 1.381 -0.0006
H -2.233 1.008 0.563 -0.0246
H -2.268 1.837 1.829 0.1177
O 1.732 -1.127 1.672 -0.0797
H 1.289 -1.971 1.759 0.0284
H 1.113 -0.580 1.189 -0.0203
C 0.967 -0.023 -1.893 -0.0291
C 0.686 -1.457 -1.557 -0.4125
C 1.009 -2.397 -2.737 -0.0174
O 1.438 -1.836 -0.436 0.0218
H 0.898 0.624 -1.019 0.0053
H 0.225 0.272 -2.635 0.1056
H 1.953 0.101 -2.342 0.1039
H -0.310 -1.671 -1.170 0.1101
H 2.053 -2.442 -3.047 0.0843
H 0.495 -2.060 -3.637 0.0838
H 0.700 -3.386 -2.399 0.0888
H 2.270 -2.140 -0.805 0.1654
C 0.454 2.189 -0.006 -0.0395
C 0.603 2.623 1.471 -0.4625
C 1.223 1.622 2.303 -0.0467
O 1.416 3.835 1.415 -0.0629
H 1.249 1.681 -0.551 0.0606
H 0.327 3.103 -0.587 0.0944
H -0.432 1.554 -0.031 0.0575
H -0.324 2.987 1.913 0.1252
H 0.811 0.619 2.189 0.0640
H 1.125 2.039 3.305 0.0987
H 2.300 1.590 2.133 0.1097
H 0.780 4.424 1.002 0.0692

=====

129
Properties=species:S:1:pos:R:3:lowdin_charge:R:1 method="wB97M-V/def2-TZVPD" homo_ev=-8.2431 e_lumo_ev=-0.93 total_energy_ev=-96370.0429 gap_ev=7.31
H 1.885 0.985 4.373 0.0352
N 1.075 0.835 3.706 0.0451
C 1.532 1.134 2.421 -0.1882
C 0.564 1.021 1.088 -0.1008
C 0.929 -0.356 0.221 -0.2566
C 2.206 -1.062 1.037 -0.1099
C 2.043 -2.221 1.957 -0.0396
O -0.266 -1.187 0.241 -0.1405
C -1.001 -1.220 -1.030 -0.2319
C -1.535 0.231 -1.572 -0.0963
O -0.517 1.062 -2.254 -0.2310
C -0.747 2.499 -2.033 -0.2518
C -1.919 3.141 -3.033 -0.0897
C -0.110 -1.965 -2.234 -0.0339
C -0.369 -1.711 -3.855 -0.0082
C 0.548 -2.414 -5.046 -0.0559
C 1.807 -3.435 -4.698 -0.0687
C 2.071 -3.724 -3.086 -0.0646
C 1.159 -3.002 -1.898 -0.0051
C -2.335 -2.184 -0.713 -0.3208
C -2.120 -3.179 0.578 -0.0945
C -0.965 -4.323 0.395 -0.1767
C -1.376 -5.557 1.447 -0.2000
C -2.280 -6.676 0.618 -0.2171
S -3.869 -7.148 1.498 0.8060
O -4.935 -7.409 0.369 -0.4070
O -3.726 -8.520 2.258 -0.3716
O -4.490 -5.933 2.527 -0.2546
N -2.519 -3.142 -1.912 0.0893
C -3.531 -2.682 -2.728 -0.4750
S -4.462 -1.777 -3.875 0.5970
O -3.594 -1.428 -0.643 -0.1753
C -3.844 -0.838 0.675 -0.2554
C -4.574 0.638 0.379 -0.0914
C -5.799 0.525 -0.725 -0.1939
O -6.146 1.932 -1.105 -0.1603
C -4.985 -1.670 1.574 -0.0562
C -4.636 -1.389 3.185 -0.3068
O -5.453 -0.249 3.719 -0.1177
C -4.810 -2.738 4.121 -0.2059
N -4.244 -2.511 5.538 -0.0530
H 2.656 1.474 2.209 0.1301
H -0.548 0.917 1.501 0.1238
H 0.661 1.990 0.438 0.1014
H 1.351 -0.065 -0.827 0.1595
H 3.272 -0.592 0.786 0.1244
H 2.491 -3.263 1.599 0.0734
H 1.551 -2.120 3.020 0.0757
H -2.438 0.155 -2.350 0.1426
H -1.844 0.851 -0.599 0.1256
H -0.918 2.802 -0.911 0.1113
H 0.261 3.046 -2.362 0.1282
H -1.983 4.299 -2.783 0.0888
H -2.949 2.598 -2.903 0.0747
H -1.488 3.084 -4.137 0.0900
H -1.215 -0.975 -4.195 0.0818
H 0.282 -2.125 -6.167 0.0892
H 2.448 -3.902 -5.573 0.0831
H 2.947 -4.481 -2.800 0.0845
H 1.467 -3.278 -0.781 0.0703
H -3.152 -3.769 0.702 0.1247
H -1.939 -2.642 1.600 0.1328
H 0.039 -3.887 0.807 0.0847
H -0.900 -4.811 -0.665 0.1149
H -0.363 -6.024 1.854 0.1226
H -1.946 -5.159 2.404 0.1103
H -1.597 -7.644 0.502 0.1390
H -2.549 -6.276 -0.449 0.1174
H -5.240 -5.437 2.046 0.1125
H -2.875 -0.590 1.294 0.1446
H -3.812 1.476 0.089 0.1083
H -5.037 0.970 1.428 0.1217
H -5.505 -0.014 -1.721 0.0905
H -6.776 0.083 -0.221 0.1295
H -6.542 1.920 -2.030 0.1004
H -6.073 -1.238 1.421 0.1236
H -5.010 -2.815 1.327 0.1045
H -3.506 -1.037 3.336 0.1458
H -4.840 0.548 3.616 0.1041
H -4.116 -3.590 3.658 0.1102
H -5.921 -3.085 4.262 0.1360
H -3.317 -2.006 5.479 0.0710
H -4.887 -1.916 6.106 0.0653
C 2.605 1.540 -4.600 -0.1015
O 2.837 1.786 -5.978 -0.2066
C 3.815 2.809 -6.184 -0.1931
C 4.294 2.801 -7.638 -0.1706
O 5.304 1.814 -7.885 -0.1402
C 4.838 0.460 -7.953 -0.1705
C 4.099 0.152 -9.257 -0.1940
O 2.743 0.596 -9.178 -0.2101
C 2.123 0.654 -10.452 -0.1101
H 2.254 2.445 -4.100 0.0756
H 1.835 0.768 -4.515 0.0811
H 3.517 1.171 -4.122 0.0886
H 4.666 2.655 -5.511 0.1270
H 3.342 3.770 -5.959 0.1217
H 4.779 3.764 -7.837 0.1258
H 3.469 2.707 -8.342 0.1179
H 4.245 0.201 -7.073 0.1194
H 5.742 -0.159 -7.922 0.1254
H 4.084 -0.933 -9.423 0.1234
H 4.608 0.641 -10.095 0.1266
H 2.630 1.388 -11.087 0.0868
H 1.087 0.972 -10.318 0.0879
H 2.133 -0.329 -10.931 0.0846
C 1.369 1.856 6.891 -0.1221
O 2.131 3.029 6.656 -0.2123
C 1.301 4.170 6.421 -0.1894
C 2.125 5.456 6.525 -0.1709
O 2.307 5.892 7.878 -0.1398
C 3.253 5.136 8.646 -0.1702
C 4.703 5.439 8.265 -0.1934
O 5.078 4.695 7.104 -0.2099
C 6.269 5.189 6.513 -0.1101
H 0.727 1.634 6.036 0.0541
H 2.061 1.022 7.040 0.0920
H 0.768 1.969 7.798 0.0883
H 0.481 4.195 7.148 0.1283
H 0.889 4.079 5.411 0.1213
H 1.558 6.259 6.038 0.1261
H 3.077 5.377 6.003 0.1176
H 3.030 4.068 8.606 0.1194
H 3.102 5.456 9.684 0.1259
H 5.368 5.136 9.083 0.1242
H 4.821 6.512 8.079 0.1266
H 6.119 6.215 6.161 0.0865
H 6.513 4.562 5.653 0.0873
H 7.098 5.151 7.224 0.0851

=====

15
Properties=species:S:1:pos:R:3:lowdin_charge:R:1 method="wB97M-V/def2-TZVPD" homo_ev=-8.9962 e_lumo_ev=0.12 total_energy_ev=-9405.7584 gap_ev=9.12
O -0.462 1.679 0.409 -0.1213
C 0.532 1.333 -0.550 -0.1958
C 1.031 -0.102 -0.440 -0.1180
C -0.169 -1.044 -0.376 -0.4624
O 0.251 -2.383 -0.459 -0.0356
C -1.107 -0.759 0.716 0.1374
C -1.089 0.634 1.114 -0.2662
H -0.504 0.358 2.043 0.1608
H 1.360 2.040 -0.426 0.1238
H 0.107 1.496 -1.551 0.1240
H 1.639 -0.254 0.460 0.1303
H 1.658 -0.343 -1.303 0.1268
H -0.846 -0.790 -1.233 0.1799
H -0.364 -2.888 0.092 0.0856
H -2.037 1.023 1.503 0.1308